Density functional theory data (ωB97M-V/def2-TZVPD) for a molecular structure, C55H56BF2N5O4RbSb at a distorted geometry.

Structure (XYZ):
```
125
Properties=species:S:1:pos:R:3
Rb -21.6324 -10.4113 -0.5474
C -14.9907 -9.0641 3.8854
C -16.0206 -9.2531 4.9629
C -15.8227 -8.7083 6.2757
C -16.7915 -8.7157 7.2638
C -18.0267 -9.2670 7.0197
C -18.3096 -9.8216 5.7361
C -17.3041 -9.8242 4.7679
N -17.5302 -10.3297 3.4495
C -18.5994 -10.0081 2.6769
N -19.1637 -8.7708 2.9150
C -20.4982 -8.3215 2.7861
C -21.5427 -9.2631 2.7218
C -22.8236 -8.8470 2.6558
C -23.1080 -7.4552 2.5564
C -22.0935 -6.5384 2.6850
C -20.7687 -6.9603 2.8745
C -19.6398 -6.0265 3.0679
N -19.0559 -10.6868 1.6451
C -18.6007 -11.9879 1.4220
C -18.8829 -13.0099 2.3733
C -18.4942 -14.3058 2.1100
C -17.8026 -14.6560 0.9643
C -17.4515 -13.6355 0.0619
C -17.8763 -12.3398 0.2659
C -17.6869 -11.3431 -0.8412
H -14.5592 -8.0657 3.9612
H -15.3955 -9.1743 2.8748
H -14.2194 -9.8649 3.9758
H -14.8323 -8.2937 6.5277
H -16.6290 -8.2328 8.2321
H -18.8236 -9.1685 7.6991
H -19.2909 -10.1736 5.5115
H -17.0180 -11.1527 3.1118
H -18.6763 -8.1438 3.5119
H -23.6685 -9.5225 2.6703
H -24.1228 -7.1104 2.4074
H -22.3313 -5.4754 2.7011
H -19.9617 -5.0198 2.8954
H -18.8282 -6.2381 2.3301
H -19.1955 -6.0555 4.0973
H -19.3173 -12.6640 3.2970
H -18.7585 -15.0733 2.8517
H -17.4894 -15.6814 0.7400
H -16.9585 -13.9201 -0.8725
H -16.6070 -11.2933 -1.0767
H -17.9811 -10.3761 -0.5221
H -18.3723 -11.5605 -1.6872
F -24.1815 -11.0018 -6.0501
C -22.9094 -11.4788 -5.5979
C -22.6045 -11.5183 -4.0635
C -21.2063 -11.0653 -3.5543
C -20.6114 -9.9308 -4.2574
C -20.9147 -9.9271 -5.7103
F -20.1421 -9.2584 -6.6076
C -21.8740 -10.7064 -6.2959
C -19.7078 -8.8146 -3.7632
C -18.7012 -8.2675 -4.6028
C -17.8810 -7.2683 -4.1542
C -18.1725 -6.6855 -2.9076
C -18.9892 -7.4267 -2.0749
N -19.7819 -8.3982 -2.4500
H -23.3795 -11.1079 -3.4042
H -21.9840 -10.7071 -7.4021
H -18.5567 -8.6568 -5.5891
H -17.1224 -6.8823 -4.8244
H -17.7312 -5.7580 -2.5328
H -19.1044 -7.2022 -0.9845
O -24.1347 -9.1429 0.0463
H -24.9758 -9.3740 -0.3814
H -23.8807 -8.2440 -0.3703
O -21.0131 -11.2902 4.4254
H -21.7829 -11.1734 5.0059
H -21.1864 -10.7568 3.5930
O -20.6553 -11.7286 -2.5923
O -21.9777 -13.6925 -1.1953
C -26.0986 -13.4897 0.9145
C -26.2173 -14.8499 0.6583
C -27.3401 -15.4747 1.3195
C -27.8654 -16.7000 1.0046
C -27.1634 -17.4271 0.0272
C -26.0238 -16.9112 -0.6133
C -25.5079 -15.6966 -0.2616
Sb -23.6238 -14.8305 -1.3438
C -22.1619 -16.4971 -1.2205
C -21.3025 -16.4588 -0.1350
C -20.3707 -17.4482 0.0365
C -20.2845 -18.5207 -0.8340
C -21.1451 -18.5918 -1.8866
C -22.0458 -17.5519 -2.1404
C -22.7878 -17.4385 -3.4493
C -23.7966 -13.9047 -3.3384
C -22.6918 -13.1568 -4.0592
C -22.7616 -13.0817 -5.5884
C -23.7318 -13.9580 -6.2237
C -24.8084 -14.3854 -5.5259
C -24.8913 -14.3211 -4.0451
C -26.2111 -14.6688 -3.3845
H -27.0579 -13.0134 1.1568
H -25.1972 -12.9308 1.1383
H -21.8205 -12.8853 -1.7855
H -27.7800 -14.8519 2.1161
H -28.6993 -17.2084 1.5091
H -27.4283 -18.4563 -0.3018
H -25.5437 -17.4863 -1.3587
H -21.2577 -15.5872 0.5104
H -19.6400 -17.2903 0.8358
H -19.4863 -19.2670 -0.7541
H -21.1242 -19.4726 -2.5160
H -22.5658 -18.2527 -4.1458
H -22.5637 -16.5059 -3.9389
H -23.8798 -17.5371 -3.2647
H -21.7153 -13.5747 -3.7848
H -21.7460 -13.1844 -6.0808
H -23.6555 -14.1385 -7.3075
H -25.7159 -14.7780 -6.0078
H -27.0682 -14.2640 -3.9422
H -26.2478 -14.2396 -2.3833
H -26.3825 -15.7551 -3.3359
B -23.2777 -5.2394 -3.5984
C -23.4269 -6.2268 -2.3466
N -23.5410 -7.0727 -1.5786
H -24.3651 -4.9990 -4.0312
H -22.5029 -5.6868 -4.3915
H -22.8764 -4.2184 -3.0425
```

## Properties
- 2S+1: 1
- Molecular weight: 1107.12 Da
- HOMO (spin up / spin down): -1.544 / -1.544 eV
- Net charge: -2
- E_LUMO (spin up / spin down): 0.09767 / 0.12705 Ha
- Gap between HOMO and LUMO (spin up / spin down): 4.202 / 5.001 eV

Atomic partial charges in e from the Löwdin method, atoms 1 to 6: 0.803 -0.053 -0.198 -0.065 -0.130 -0.077

=====

Density functional theory data (ωB97M-V/def2-TZVPD) for a molecular structure, C22H41ClNP3SeSm at a distorted geometry.

Structure (XYZ):
```
70
Properties=species:S:1:pos:R:3
Sm 0.9467 0.2473 -0.7140
P -0.7621 -0.1716 1.7107
P 0.4596 -2.7173 -0.8942
P -0.6316 2.6280 -0.9615
H 0.7405 -0.3962 -4.3017
C 1.1073 0.3600 -3.6098
C 2.0175 0.0364 -2.6297
H 2.3561 -0.9755 -2.3603
C -2.5430 -0.6202 1.6132
C -0.0505 -1.4777 2.7935
C -0.7445 1.2886 2.8389
C 0.7065 -3.4112 -2.5784
C 1.6017 -3.7533 0.0903
C -1.1783 -3.4435 -0.4527
C -0.5695 3.4925 -2.5682
C 0.1371 3.8414 0.1874
C -2.3822 2.7653 -0.4597
H 1.0511 1.3679 -4.0458
H 2.6420 0.8128 -2.1719
H -2.9770 -0.8051 2.6042
H -2.6664 -1.5290 1.0028
H -3.1033 0.2008 1.1372
H -0.5525 -1.5158 3.7758
H 1.0102 -1.2502 2.9654
H -0.1336 -2.4633 2.3149
H -0.9460 0.9953 3.8862
H -1.4940 2.0277 2.5154
H 0.2574 1.7447 2.8078
H 0.6618 -4.5123 -2.5443
H 1.6841 -3.0877 -2.9586
H -0.0941 -3.0283 -3.2269
H 1.4426 -4.8234 -0.0954
H 1.4902 -3.5664 1.1629
H 2.6280 -3.5054 -0.1937
H -1.2125 -4.5053 -0.7586
H -1.9696 -2.8914 -0.9875
H -1.3478 -3.3783 0.6302
H -1.0197 4.4876 -2.4365
H -1.1259 2.9209 -3.3205
H 0.4798 3.5963 -2.8869
H -0.3058 4.8225 -0.0365
H 1.2262 3.8746 0.0247
H -0.0631 3.5743 1.2293
H -2.7172 3.7667 -0.7804
H -2.4881 2.6538 0.6277
H -2.9678 1.9795 -0.9697
C -3.2629 -0.5484 -4.6635
C -2.2367 -0.9607 -5.5450
C -2.4419 -0.9002 -6.9239
C -3.5828 -0.2814 -7.4497
C -4.5682 0.1685 -6.5590
C -4.4526 -0.0127 -5.1902
Se -3.1314 -0.7058 -2.7475
H -3.8196 0.5518 -2.3519
H -1.3077 -1.3586 -5.1203
H -1.6503 -1.2765 -7.5694
H -3.7535 -0.1108 -8.5060
H -5.4501 0.5900 -7.0455
H -5.2288 0.3500 -4.5069
Cl 4.7769 0.8018 4.0856
C 4.6018 0.8189 2.3795
C 5.7473 0.9138 1.5965
C 5.5689 0.9093 0.2226
C 4.2769 0.7719 -0.3080
N 3.1532 0.6741 0.4445
C 3.3240 0.7431 1.8008
H 6.7293 0.9904 2.0457
H 6.4061 0.9819 -0.4506
H 4.1889 0.7436 -1.3812
H 2.4313 0.7186 2.4206
```

## Properties
- 2S+1: 6
- Molecular weight: 677.27 Da
- HOMO (spin up / spin down): -15.403 / -15.407 eV
- Net charge: +3
- E_LUMO (spin up / spin down): -0.40490 / -0.37583 Ha
- Gap between HOMO and LUMO (spin up / spin down): 4.385 / 5.180 eV

Atomic partial charges in e from the Löwdin method, atoms 1 to 6: 1.266 0.706 0.721 0.683 0.086 0.055

=====

Density functional theory data (ωB97M-V/def2-TZVPD) for 2 unconnected molecules or ions with the total composition C5H12N2O at a distorted geometry.

Structure (XYZ):
```
20
Properties=species:S:1:pos:R:3
C 1.9094 1.0755 0.6197
N 1.9497 0.0916 -0.1551
C 1.0872 -1.0107 -0.0155
C 1.1917 -1.8442 1.0086
C 0.1638 -1.2255 -1.1723
C -0.9846 -0.2178 -1.2011
N -1.9754 -0.5233 -0.1698
H 1.2470 1.2530 1.4713
H 2.6271 1.8905 0.4723
H 0.5997 -2.7410 1.1107
H 1.9197 -1.6194 1.7882
H -0.2051 -2.2578 -1.1678
H 0.7159 -1.1462 -2.1166
H -1.4092 -0.1541 -2.2071
H -0.5275 0.7508 -0.9909
H -2.6994 -1.1371 -0.5129
H -2.4286 0.2810 0.2425
O -0.6975 2.8210 1.1662
H -1.2437 2.1109 0.8088
H -1.2402 3.6029 1.0209
```

## Properties
- SMILES string: C=NC(=C)CCN.O
- 2S+1: 1
- Molecular weight: 116.16 Da
- HOMO: -8.630 eV
- ΔE to the lowest compared entry with this formula, charge and spin: 2.5737 eV
- E_LUMO: 0.02128 Ha
- Gap between HOMO and LUMO: 9.210 eV

Atomic partial charges in e from the Löwdin method, atoms 1 to 6: -0.040 0.032 -0.415 0.056 -0.169 -0.278

=====

Density functional theory data (ωB97M-V/def2-TZVPD) for 5 unconnected molecules or ions with the total composition C3H18NO4 at a distorted geometry.

Structure (XYZ):
```
26
Properties=species:S:1:pos:R:3
C 0.8646 1.3383 0.7479
C -0.5441 0.8527 1.1722
C -1.6301 1.7950 0.6692
N -0.6295 -0.5677 0.5941
H 1.3230 0.8800 -0.1218
H 0.7147 2.3334 0.3776
H 1.5448 1.2692 1.5864
H -0.5813 0.8032 2.2573
H -2.5810 1.2915 0.8798
H -1.5813 1.9474 -0.3950
H -1.5686 2.6772 1.2960
H 0.2911 -0.9758 0.8030
H -1.2490 -1.1824 1.1180
H -0.6891 -0.4467 -0.4162
H -2.7164 -3.1457 -0.1544
H -3.6256 -2.0279 0.0153
O -2.6930 -2.2316 0.1686
H 3.1243 -1.5054 -2.6476
H 2.6370 -0.0737 -3.0755
O 2.3916 -0.8866 -2.6277
H -0.9046 0.9504 -3.0938
H 0.0777 -0.0907 -2.5483
O -0.6306 0.5066 -2.2840
H 3.4712 -1.5083 1.5202
H 2.6048 -0.8485 2.5373
O 2.5791 -1.1538 1.6213
```

## Properties
- 2S+1: 1
- Molecular weight: 132.18 Da
- HOMO: -14.856 eV
- ΔE to the lowest compared entry with this formula, charge and spin: 0.9811 eV
- Net charge: +1
- E_LUMO: -0.09487 Ha
- Gap between HOMO and LUMO: 12.275 eV

Atomic partial charges in e from the Löwdin method, atoms 1 to 6: -0.047 -0.346 -0.042 0.206 0.074 0.078

=====

Density functional theory data (ωB97M-V/def2-TZVPD) for a molecular structure, CH2F3O4PrS at a distorted geometry.

Structure (XYZ):
```
12
Properties=species:S:1:pos:R:3
Pr 1.8238 2.9474 1.2240
O -0.0240 1.1407 1.2462
S 0.6089 -0.0579 0.3522
O 0.7185 -1.2890 1.1246
O 1.9133 0.6326 0.0460
C 0.2761 -0.6578 -1.3879
F 1.3657 -1.2078 -1.9014
F -0.6628 -1.5942 -1.4053
F -0.0872 0.3748 -2.1328
O -2.1227 -0.0674 0.7229
H -2.1896 -1.0272 0.6766
H -1.6199 0.8059 1.4349
```

## Properties
- 2S+1: 4
- Molecular weight: 307.99 Da
- HOMO (spin up / spin down): -13.093 / -13.104 eV
- ΔE to the lowest compared entry with this formula, charge and spin: 1.0621 eV
- Net charge: +1
- E_LUMO (spin up / spin down): -0.20973 / -0.21030 Ha
- Gap between HOMO and LUMO (spin up / spin down): 7.386 / 7.381 eV

Atomic partial charges in e from the Löwdin method, atoms 1 to 6: 1.665 -0.552 0.745 -0.234 -0.479 -0.667

=====

Density functional theory data (ωB97M-V/def2-TZVPD) for 2 unconnected molecules or ions with the total composition C2H9N2O at a distorted geometry.

Structure (XYZ):
```
14
Properties=species:S:1:pos:R:3
C -2.1094 0.5231 0.1330
N -0.6982 0.1545 0.1518
C -0.1367 -0.5481 1.0938
N 1.1763 -0.6906 1.1085
H -2.5310 0.1658 -0.8096
H -2.1922 1.6083 0.0947
H -2.7718 0.1818 0.9238
H -0.1450 0.5137 -0.6205
H -0.7718 -0.8533 1.9140
H 1.6542 -0.6007 0.2181
H 1.7033 -1.0675 1.8917
H 0.8497 0.1296 -2.5575
H 2.1182 0.9527 -2.3754
O 1.4824 0.4097 -1.8828
```

## Properties
- 2S+1: 1
- Molecular weight: 77.11 Da
- HOMO: -14.983 eV
- ΔE to the lowest compared entry with this formula, charge and spin: 0.6678 eV
- Net charge: +1
- E_LUMO: -0.12433 Ha
- Gap between HOMO and LUMO: 11.600 eV

Atomic partial charges in e from the Löwdin method, atoms 1 to 6: -0.026 0.023 -0.120 0.186 0.098 0.100

=====

Q: What is the 2S+1 in the sixth record?
A: 1

=====

Q: The highest molecular weight belongs to which entry?
A: C55H56BF2N5O4RbSb